Record 1
Density functional theory data (ωB97M-V with the def2-TZVPD basis set) for C4H7N3 in the gas phase at a distorted geometry.

```
! RIJCOSX wB97M-V def2-TZVPD def2/J DEFGRID3
* xyz 0 1
C -1.863 0.739 0.872
N -1.286 -0.448 0.300
C 0.048 -0.450 -0.025
C 0.902 0.662 -0.336
C 2.040 0.090 -0.808
N 1.926 -1.298 -0.709
N 0.659 -1.587 -0.161
H -1.843 1.546 0.131
H -2.906 0.535 1.114
H -1.341 1.082 1.777
H -1.554 -1.330 0.712
H 0.676 1.711 -0.205
H 2.957 0.572 -1.138
H 1.585 -1.826 -1.523
*
```

Summary:
**Gap between HOMO and LUMO**: 9.394 eV
**HOMO energy**: -8.372 eV
**SMILES**: CNc1cc[nH]n1

***

Record 2
Density functional theory data (ωB97M-V with the def2-TZVPD basis set) for a molecular structure, C4H7N3.

```
! RIJCOSX wB97M-V def2-TZVPD def2/J DEFGRID3
* xyz 0 1
N -2.320 -0.580 0.376
C -1.181 0.011 -0.047
C 0.070 -0.463 -0.464
C 1.100 0.117 0.756
N 2.295 -0.566 0.428
C 0.549 0.959 -0.415
N -0.874 1.323 -0.152
H -3.197 -0.135 0.171
H -2.312 -1.587 0.424
H 0.340 -1.348 -1.013
H 3.075 -0.508 1.057
H 2.554 -0.894 -0.497
H 1.148 1.602 -1.048
H -1.249 2.070 0.424
*
```

Summary:
**Gap between HOMO and LUMO**: 7.317 eV
**HOMO energy**: -6.531 eV

***

Record 3
Density functional theory data (ωB97M-V with the def2-TZVPD basis set) for C4H7N3 in the gas phase at a distorted geometry.

```
! RIJCOSX wB97M-V def2-TZVPD def2/J DEFGRID3
* xyz 0 1
C 0.996 -1.506 -0.038
N -0.419 -1.423 0.108
C -1.066 -0.309 -0.198
C -2.513 -0.407 -0.180
N -3.675 -0.099 0.253
N -0.300 0.732 -0.596
C 0.705 1.348 0.377
H 1.301 -0.745 -0.828
H 1.495 -2.517 -0.195
H 1.373 -1.213 0.796
H -0.757 1.672 -1.057
H 1.591 1.078 -0.143
H 0.588 0.924 1.319
H 0.680 2.464 0.383
*
```

Summary:
**Gap between HOMO and LUMO**: 9.558 eV
**HOMO energy**: -9.512 eV
**SMILES**: C/N=C(/C#N)NC

***

Record 4
Density functional theory data (ωB97M-V with the def2-TZVPD basis set) for a molecular structure, C4H7N3 at a distorted geometry.

```
! RIJCOSX wB97M-V def2-TZVPD def2/J DEFGRID3
* xyz 0 1
C -0.503 1.598 0.746
N 0.349 0.438 0.484
C 0.102 -0.602 -0.911
N 0.914 -0.524 -1.968
C -0.528 -1.527 -0.214
C -0.552 -1.089 1.227
N -0.939 -1.326 2.322
H 1.313 0.624 0.746
H 1.093 0.400 -2.341
H 1.706 -1.156 -1.996
H -0.777 -2.526 -0.542
H -1.508 1.400 0.364
H -0.577 1.801 1.818
H -0.093 2.490 0.265
*
```

Summary:
**Gap between HOMO and LUMO**: 8.308 eV
**HOMO energy**: -8.007 eV

***

Record 5
Density functional theory data (ωB97M-V with the def2-TZVPD basis set) for C4H7N3 in the gas phase.

```
! RIJCOSX wB97M-V def2-TZVPD def2/J DEFGRID3
* xyz 0 1
C -0.293 1.468 1.645
N -0.812 0.186 1.204
C -0.286 -0.383 0.055
C 0.230 0.289 -1.083
C 0.615 -0.729 -1.925
N 0.317 -1.884 -1.299
N -0.226 -1.701 -0.077
H 0.699 1.674 1.219
H -0.967 2.288 1.369
H -0.198 1.477 2.735
H -0.926 -0.504 1.931
H 0.287 1.356 -1.255
H 1.075 -0.713 -2.904
H 0.484 -2.824 -1.615
*
```

Summary:
**Gap between HOMO and LUMO**: 9.055 eV
**HOMO energy**: -7.943 eV
**SMILES**: CNc1cc[nH]n1

***

Record 6
Density functional theory data (ωB97M-V with the def2-TZVPD basis set) for C4H7N3 in the gas phase at a distorted geometry.

```
! RIJCOSX wB97M-V def2-TZVPD def2/J DEFGRID3
* xyz 0 1
C -2.313 -0.109 -0.334
C -0.948 -0.088 0.134
C -0.074 -1.192 0.459
N 1.278 -1.121 -0.184
N 1.728 0.229 -0.298
C 0.956 1.243 -0.003
N -0.393 1.134 0.304
H -2.886 0.742 -0.726
H -2.546 -1.096 -0.748
H -0.561 -2.152 0.467
H 0.322 -1.241 1.491
H 1.299 -1.432 -1.134
H 1.334 2.331 0.019
H -0.982 2.031 0.339
*
```

Summary:
**Gap between HOMO and LUMO**: 8.499 eV
**HOMO energy**: -7.778 eV
**SMILES**: C=C1CNN=CN1

***

Record 7
Density functional theory data (ωB97M-V with the def2-TZVPD basis set) for C4H7N3 in the gas phase at a distorted geometry.

```
! RIJCOSX wB97M-V def2-TZVPD def2/J DEFGRID3
* xyz 0 1
C 1.277 1.080 0.164
N 1.791 -0.083 -0.092
C 0.995 -1.286 -0.234
C -0.425 -0.852 0.314
C -1.834 -0.267 0.054
N -0.792 0.370 -0.445
N -0.140 1.432 -0.080
H 1.768 1.977 0.691
H 1.721 -1.921 0.416
H 1.044 -1.601 -1.374
H -0.292 -0.594 1.277
H -2.275 0.260 0.937
H -2.565 -0.635 -0.643
H -0.272 2.120 -0.987
*
```

Summary:
**Gap between HOMO and LUMO**: 8.997 eV
**HOMO energy**: -7.967 eV
**SMILES**: C1=NC[C@@H]2CN2N1

***

Record 8
Density functional theory data (ωB97M-V with the def2-TZVPD basis set) for a molecular structure, C4H7N3 at a distorted geometry.

```
! RIJCOSX wB97M-V def2-TZVPD def2/J DEFGRID3
* xyz 2 1
C 3.041 -0.919 -0.021
C 1.108 0.210 -0.448
C -1.152 0.329 0.478
C -0.048 0.918 -0.394
N 3.309 0.294 0.430
N 2.613 1.176 0.228
N 1.734 -0.945 -0.277
H 3.689 -1.723 -0.028
H -1.215 0.767 1.502
H -1.006 -0.772 0.439
H -2.130 0.643 0.009
H 0.356 1.785 0.150
H -0.484 1.409 -1.390
H 1.522 -1.880 -0.640
*
```

Summary:
**Gap between HOMO and LUMO (alpha / beta)**: 6.864 / 7.047 eV
**HOMO energy (alpha / beta)**: -20.830 / -20.822 eV

***

Record 9
Density functional theory data (ωB97M-V with the def2-TZVPD basis set) for a gas-phase ion, C4H7N3 (charge +2) at a distorted geometry.

```
! RIJCOSX wB97M-V def2-TZVPD def2/J DEFGRID3
* xyz 2 1
C -2.326 -0.473 0.065
N -1.111 -0.062 0.060
C -0.639 1.264 0.036
C 0.696 1.233 -0.009
N 1.128 -0.114 -0.013
C 2.340 -0.531 -0.042
N -0.002 -0.863 0.087
H -2.575 -1.530 0.075
H -3.149 0.235 0.065
H -1.311 2.108 0.047
H 1.397 2.054 -0.041
H 2.591 -1.587 -0.028
H 3.156 0.186 -0.073
H -0.194 -1.921 -0.228
*
```

Summary:
**Gap between HOMO and LUMO**: 8.759 eV
**HOMO energy**: -19.506 eV
**SMILES**: C=[n+]1cc[n+](=C)[nH]1

***

Record 10
Density functional theory data (ωB97M-V with the def2-TZVPD basis set) for 2 unconnected molecules or ions with the total composition C4H7N3O at a distorted geometry.

```
! RIJCOSX wB97M-V def2-TZVPD def2/J DEFGRID3
* xyz 0 1
C 0.414 -0.427 0.404
C 1.181 0.603 -0.392
C -1.327 0.525 -0.946
C -0.979 0.063 0.323
H 0.504 -2.471 0.743
H 1.582 -2.023 -0.387
H 0.719 -0.235 1.487
H 2.236 0.758 -0.089
H -2.281 0.515 -1.479
H -1.562 -0.803 0.714
H -0.192 1.917 1.525
N 0.675 -1.842 -0.039
N 0.777 1.327 -1.385
N -0.464 0.956 -1.812
O -1.284 1.137 1.334
*
```

Summary:
**Gap between HOMO and LUMO**: 9.113 eV
**HOMO energy**: -9.527 eV

***

Record 11
Density functional theory data (ωB97M-V with the def2-TZVPD basis set) for a molecular structure, C4H7N3O at a distorted geometry.

```
! RIJCOSX wB97M-V def2-TZVPD def2/J DEFGRID3
* xyz 0 1
C -0.321 0.415 -0.798
C 1.141 1.037 -0.906
C 0.931 -0.033 0.076
C -0.677 -1.103 -0.662
H -2.425 1.240 -0.167
H -0.536 1.481 1.114
H 1.878 0.693 -1.540
H 1.425 2.101 -0.788
H 1.523 -0.986 -0.300
H 0.816 -0.816 2.196
H -1.188 -1.972 1.247
N -1.094 1.322 -0.177
N 0.130 -0.286 1.456
N -0.465 -1.264 0.711
O -1.138 -1.830 -1.462
*
```

Summary:
**Gap between HOMO and LUMO**: 8.720 eV
**HOMO energy**: -8.104 eV

***

Record 12
Density functional theory data (ωB97M-V with the def2-TZVPD basis set) for C4H7N3O in the gas phase at a distorted geometry.

```
! RIJCOSX wB97M-V def2-TZVPD def2/J DEFGRID3
* xyz 0 1
H -0.572 -2.058 0.284
N 0.061 -2.345 -0.509
N 0.356 -1.516 -1.329
C -0.187 -0.135 -1.384
C -1.089 0.345 -0.240
C -0.415 0.086 1.082
O -0.869 -0.651 1.933
C 0.936 0.706 1.271
N 1.336 1.608 0.491
H 2.249 2.000 0.710
H 0.693 0.504 -1.473
H -0.713 -0.101 -2.344
H -1.220 1.421 -0.348
H -2.063 -0.151 -0.258
H 1.497 0.287 2.113
*
```

Summary:
**Gap between HOMO and LUMO**: 8.228 eV
**HOMO energy**: -8.642 eV
**SMILES**: [H]/N=N\CCC(=O)/C=N/[H]